#A
13 unconnected molecules or ions with the total composition C52H143N13O13, computed with the ωB97M-V functional and the def2-TZVPD basis.

```
221
Properties=species:S:1:pos:R:3:lowdin_charge:R:1
C -0.31 5.20 2.94 -0.040
C 0.39 4.10 3.79 -0.399
C 1.89 4.11 3.59 -0.182
O 2.25 3.32 2.46 -0.212
C 3.59 2.91 2.48 -0.113
N -0.18 4.24 5.17 0.057
H -1.35 5.35 3.22 0.064
H -0.21 5.09 1.86 0.055
H 0.22 6.11 3.24 0.076
H 0.05 3.11 3.47 0.106
H 2.42 3.70 4.46 0.121
H 2.33 5.10 3.40 0.128
H 3.75 2.27 3.36 0.088
H 4.28 3.76 2.50 0.093
H 3.85 2.35 1.58 0.068
H -1.13 3.95 4.95 0.027
H 0.11 3.39 5.65 0.053
C -0.35 -0.66 4.93 -0.063
C -0.93 0.64 5.51 -0.429
C -1.81 1.37 4.56 -0.222
O -2.44 2.51 5.13 -0.216
C -3.38 3.13 4.29 -0.097
N -1.78 0.18 6.62 0.045
H 0.35 -0.36 4.14 0.072
H -1.12 -1.26 4.45 0.062
H 0.25 -1.11 5.71 0.071
H -0.01 1.17 5.78 0.130
H -2.63 0.74 4.18 0.134
H -1.26 1.63 3.64 0.107
H -4.18 2.43 4.04 0.082
H -2.94 3.45 3.34 0.075
H -3.82 3.95 4.85 0.102
H -1.26 -0.35 7.31 0.070
H -2.22 0.92 7.16 0.074
C 1.62 -1.25 0.63 -0.048
C 0.47 -0.34 0.17 -0.386
C -0.84 -0.34 0.98 -0.179
O -1.87 0.32 0.29 -0.213
C -2.53 -0.38 -0.74 -0.081
N 1.13 0.98 0.18 0.054
H 1.55 -2.31 0.39 0.067
H 1.82 -1.12 1.70 0.064
H 2.56 -1.00 0.14 0.052
H 0.22 -0.64 -0.86 0.118
H -0.61 0.06 1.97 0.108
H -1.11 -1.41 1.03 0.113
H -1.84 -0.69 -1.52 0.079
H -3.17 0.39 -1.17 0.087
H -3.15 -1.17 -0.30 0.083
H 1.52 1.21 1.09 0.054
H 0.54 1.76 -0.08 0.056
C -2.60 -4.62 -2.91 -0.079
C -1.86 -4.93 -1.62 -0.405
C -0.60 -4.00 -1.57 -0.210
O 0.31 -4.39 -0.58 -0.193
C 1.08 -5.50 -0.93 -0.105
N -2.73 -4.72 -0.44 0.077
H -3.43 -5.22 -3.27 0.075
H -1.86 -4.84 -3.70 0.074
H -2.85 -3.56 -3.08 0.077
H -1.46 -5.93 -1.78 0.126
H -0.87 -2.94 -1.52 0.111
H -0.12 -4.06 -2.56 0.118
H 1.55 -5.34 -1.91 0.087
H 0.55 -6.46 -0.97 0.082
H 1.94 -5.60 -0.26 0.089
H -2.39 -5.40 0.24 0.040
H -2.39 -3.83 -0.10 0.052
C 4.04 -2.08 3.40 -0.085
C 3.21 -3.21 3.95 -0.440
C 4.02 -4.51 4.01 -0.200
O 4.34 -4.95 2.70 -0.187
C 5.10 -6.12 2.74 -0.132
N 2.67 -2.69 5.20 0.043
H 3.61 -1.08 3.37 0.065
H 4.39 -2.31 2.39 0.075
H 4.98 -1.97 3.97 0.082
H 2.38 -3.33 3.25 0.124
H 3.46 -5.26 4.57 0.118
H 4.99 -4.34 4.50 0.123
H 6.01 -5.95 3.33 0.086
H 5.43 -6.40 1.74 0.086
H 4.64 -6.99 3.22 0.085
H 1.97 -3.25 5.66 0.058
H 3.38 -2.47 5.89 0.074
C 8.19 1.58 -0.69 -0.061
C 7.21 0.40 -0.63 -0.416
C 5.73 0.86 -0.60 -0.182
O 5.38 1.55 -1.79 -0.173
C 4.62 0.80 -2.70 -0.097
N 7.54 -0.47 -1.76 0.041
H 9.20 1.18 -0.57 0.076
H 7.98 2.28 0.12 0.075
H 8.03 2.11 -1.62 0.078
H 7.38 -0.22 0.26 0.130
H 5.65 1.60 0.21 0.105
H 5.06 0.03 -0.37 0.105
H 5.27 0.09 -3.22 0.063
H 4.18 1.43 -3.47 0.081
H 3.81 0.23 -2.22 0.086
H 6.75 -1.00 -2.14 0.028
H 7.75 0.13 -2.56 0.074
C -1.10 -3.65 3.05 -0.063
C -1.15 -4.83 4.00 -0.412
C -2.05 -5.95 3.46 -0.196
O -1.71 -6.30 2.13 -0.214
C -2.07 -7.62 1.82 -0.112
N 0.20 -5.26 4.31 0.051
H -2.09 -3.31 2.75 0.076
H -0.50 -4.00 2.19 0.076
H -0.48 -2.82 3.38 0.046
H -1.62 -4.52 4.94 0.140
H -3.06 -5.51 3.36 0.100
H -2.12 -6.80 4.15 0.127
H -1.61 -8.33 2.51 0.090
H -1.87 -7.91 0.79 0.086
H -3.16 -7.76 1.84 0.089
H 0.21 -5.84 5.15 0.074
H 0.61 -5.86 3.60 0.079
C 1.20 3.52 -7.13 -0.060
C 0.87 4.24 -5.83 -0.434
C 1.74 3.69 -4.67 -0.200
O 1.71 2.27 -4.64 -0.203
C 0.68 1.76 -3.80 -0.082
N 1.09 5.66 -6.02 0.033
H 2.26 3.55 -7.39 0.083
H 0.74 4.02 -7.99 0.075
H 0.84 2.49 -7.10 0.072
H -0.15 4.03 -5.49 0.116
H 1.35 4.17 -3.76 0.091
H 2.81 3.91 -4.69 0.130
H -0.28 2.12 -4.17 0.060
H 0.80 2.05 -2.75 0.076
H 0.69 0.67 -3.80 0.089
H 1.12 6.18 -5.14 0.065
H 2.00 5.83 -6.43 0.073
C -5.65 -5.27 2.22 -0.060
C -6.33 -4.02 1.70 -0.428
C -7.43 -3.52 2.64 -0.197
O -8.34 -4.53 3.06 -0.191
C -9.31 -4.83 2.08 -0.117
N -5.40 -2.89 1.47 0.049
H -4.72 -5.44 1.66 0.055
H -6.27 -6.16 2.12 0.079
H -5.28 -5.24 3.25 0.076
H -6.76 -4.23 0.71 0.138
H -8.08 -2.79 2.16 0.113
H -6.93 -3.03 3.48 0.127
H -9.68 -3.95 1.54 0.087
H -10.17 -5.25 2.61 0.089
H -8.89 -5.51 1.33 0.086
H -4.72 -3.16 0.76 0.052
H -4.82 -2.88 2.31 0.074
C -3.11 2.76 -4.13 -0.059
C -3.87 1.94 -5.15 -0.432
C -4.81 2.68 -6.08 -0.207
O -5.79 3.44 -5.38 -0.168
C -6.88 3.77 -6.19 -0.146
N -3.01 1.01 -5.92 0.041
H -2.64 2.06 -3.44 0.067
H -3.80 3.32 -3.49 0.073
H -2.34 3.42 -4.54 0.067
H -4.47 1.28 -4.50 0.138
H -5.32 1.94 -6.72 0.116
H -4.32 3.38 -6.76 0.134
H -6.63 4.55 -6.93 0.086
H -7.63 4.31 -5.61 0.088
H -7.36 2.99 -6.79 0.086
H -2.28 1.56 -6.38 0.065
H -3.57 0.76 -6.74 0.059
C 6.73 -3.34 -6.02 -0.077
C 6.79 -2.64 -4.67 -0.445
C 5.55 -3.08 -3.87 -0.209
O 5.43 -2.36 -2.67 -0.232
C 4.57 -2.93 -1.73 -0.093
N 7.98 -3.07 -3.94 0.045
H 5.88 -3.06 -6.64 0.079
H 6.69 -4.43 -5.95 0.082
H 7.60 -3.02 -6.60 0.077
H 6.86 -1.56 -4.84 0.134
H 5.68 -4.16 -3.76 0.132
H 4.62 -2.93 -4.43 0.131
H 5.01 -3.73 -1.11 0.096
H 3.75 -3.41 -2.28 0.086
H 4.21 -2.23 -0.97 0.064
H 8.81 -2.88 -4.49 0.072
H 8.06 -2.42 -3.16 0.044
C 2.22 8.51 1.07 -0.054
C 1.77 8.37 -0.39 -0.432
C 1.06 7.05 -0.65 -0.211
O 2.01 6.02 -0.45 -0.188
C 1.49 4.74 -0.79 -0.095
N 0.90 9.51 -0.70 0.026
H 2.37 9.56 1.32 0.070
H 3.11 7.88 1.12 0.076
H 1.50 8.20 1.84 0.071
H 2.66 8.38 -1.03 0.134
H 0.59 6.96 -1.63 0.121
H 0.31 6.92 0.14 0.122
H 0.68 4.39 -0.14 0.069
H 2.31 4.03 -0.71 0.093
H 1.12 4.81 -1.81 0.058
H 0.39 9.38 -1.56 0.063
H 1.38 10.40 -0.71 0.066
C -2.99 3.95 -0.16 -0.052
C -4.38 3.33 -0.28 -0.430
C -4.63 2.28 0.81 -0.235
O -5.86 1.62 0.70 -0.169
C -5.81 0.35 1.35 -0.098
N -5.45 4.35 -0.26 0.040
H -2.88 4.48 0.79 0.068
H -2.85 4.74 -0.89 0.081
H -2.33 3.08 -0.13 0.069
H -4.48 2.82 -1.24 0.115
H -4.67 2.83 1.76 0.113
H -3.76 1.62 0.84 0.100
H -6.85 0.03 1.41 0.085
H -5.32 0.47 2.32 0.081
H -5.28 -0.43 0.81 0.049
H -5.06 5.21 0.15 0.061
H -6.14 4.21 0.48 0.066
```

The highest occupied orbital energy is -8.67 eV.

***

#B
13 unconnected molecules or ions with the total composition C52H143N13O13, computed with the ωB97M-V functional and the def2-TZVPD basis.

```
221
Properties=species:S:1:pos:R:3:lowdin_charge:R:1
C 5.02 -0.85 -0.65 -0.034
C 6.44 -0.58 -0.15 -0.419
C 7.45 -1.37 -0.95 -0.222
O 7.33 -2.74 -0.67 -0.174
C 8.10 -3.22 0.40 -0.112
N 6.66 0.89 -0.29 0.054
H 4.81 -1.90 -0.94 0.087
H 4.81 -0.19 -1.47 0.051
H 4.32 -0.58 0.15 0.068
H 6.59 -0.89 0.90 0.112
H 8.45 -0.99 -0.81 0.121
H 7.23 -1.22 -2.01 0.131
H 7.96 -2.66 1.35 0.074
H 9.18 -3.25 0.18 0.088
H 7.80 -4.26 0.65 0.091
H 7.58 1.16 0.04 0.073
H 5.95 1.35 0.24 0.026
C 3.20 2.38 0.25 -0.056
C 2.78 3.67 0.95 -0.396
C 4.01 4.41 1.51 -0.194
O 3.56 5.63 2.08 -0.195
C 4.57 6.33 2.81 -0.099
N 2.01 4.50 -0.01 0.061
H 3.80 2.64 -0.63 0.090
H 2.32 1.79 -0.02 0.064
H 3.75 1.73 0.89 0.039
H 2.10 3.54 1.78 0.113
H 4.66 4.56 0.64 0.136
H 4.50 3.79 2.26 0.104
H 5.44 6.61 2.25 0.077
H 4.89 5.71 3.67 0.093
H 4.10 7.26 3.13 0.087
H 1.99 5.45 0.31 0.073
H 2.43 4.55 -0.95 0.076
C 5.68 1.05 3.18 -0.054
C 6.04 0.63 4.62 -0.395
C 5.92 -0.85 4.84 -0.228
O 6.53 -1.68 3.87 -0.192
C 6.17 -3.02 3.98 -0.104
N 7.51 1.01 4.77 0.032
H 6.39 0.52 2.52 0.060
H 5.74 2.07 2.84 0.054
H 4.67 0.63 3.05 0.068
H 5.41 1.16 5.36 0.148
H 4.85 -1.11 4.96 0.110
H 6.38 -1.01 5.83 0.129
H 5.08 -3.03 4.01 0.081
H 6.56 -3.52 4.86 0.090
H 6.55 -3.50 3.09 0.076
H 7.94 0.41 4.09 0.048
H 7.74 0.62 5.71 0.071
C -4.07 -2.53 -4.13 -0.036
C -3.89 -2.57 -2.56 -0.380
C -4.19 -4.01 -2.03 -0.189
O -4.11 -4.05 -0.61 -0.213
C -4.28 -5.34 -0.10 -0.119
N -2.66 -1.98 -2.03 0.070
H -5.03 -2.96 -4.37 0.069
H -3.31 -3.13 -4.63 0.066
H -3.93 -1.56 -4.51 0.031
H -4.68 -1.90 -2.16 0.118
H -3.44 -4.76 -2.37 0.113
H -5.22 -4.35 -2.35 0.139
H -5.23 -5.82 -0.23 0.086
H -4.11 -5.32 0.95 0.071
H -3.48 -5.99 -0.49 0.082
H -2.60 -2.19 -1.04 0.036
H -1.90 -2.51 -2.46 0.038
C -5.50 2.31 -6.62 -0.064
C -3.98 2.57 -6.65 -0.423
C -3.37 1.89 -5.45 -0.218
O -3.97 2.35 -4.21 -0.185
C -3.57 1.65 -3.01 -0.084
N -3.46 1.86 -7.87 0.033
H -5.59 1.20 -6.55 0.093
H -5.91 2.70 -7.52 0.059
H -6.00 2.86 -5.84 0.072
H -3.77 3.65 -6.65 0.143
H -2.30 2.15 -5.46 0.115
H -3.55 0.82 -5.67 0.115
H -4.10 2.10 -2.17 0.080
H -2.50 1.71 -2.82 0.065
H -3.91 0.61 -3.06 0.072
H -2.45 1.98 -7.90 0.027
H -3.67 0.88 -7.73 0.051
C 1.61 1.34 -8.77 -0.051
C 0.64 0.23 -8.28 -0.409
C 0.73 0.09 -6.76 -0.179
O -0.26 -0.81 -6.20 -0.201
C -0.56 -0.62 -4.80 -0.094
N -0.78 0.60 -8.55 0.023
H 1.63 1.45 -9.84 0.063
H 2.64 0.99 -8.58 0.083
H 1.34 2.29 -8.34 0.071
H 0.83 -0.67 -8.83 0.122
H 0.56 1.10 -6.32 0.113
H 1.70 -0.30 -6.40 0.130
H -0.70 0.42 -4.63 0.049
H 0.20 -1.00 -4.11 0.067
H -1.52 -1.09 -4.61 0.068
H -0.87 0.63 -9.56 0.082
H -1.39 -0.17 -8.27 0.076
C 2.02 -2.90 5.42 -0.072
C 1.23 -1.84 6.14 -0.417
C 1.16 -2.13 7.67 -0.214
O 0.46 -1.10 8.36 -0.198
C 0.39 -1.29 9.76 -0.101
N 1.93 -0.52 5.99 0.055
H 1.99 -2.63 4.35 0.067
H 1.68 -3.95 5.54 0.087
H 3.10 -2.77 5.69 0.076
H 0.19 -1.77 5.89 0.120
H 2.18 -2.21 8.05 0.121
H 0.75 -3.14 7.85 0.129
H 1.36 -1.60 10.14 0.082
H -0.34 -2.08 10.00 0.091
H 0.14 -0.37 10.26 0.081
H 1.73 -0.09 5.10 0.032
H 1.62 0.12 6.73 0.070
C -0.25 0.42 -1.34 -0.067
C -0.89 0.17 -0.04 -0.426
C -0.07 0.65 1.11 -0.191
O 1.14 -0.10 1.22 -0.179
C 1.83 0.09 2.45 -0.105
N -2.21 0.85 -0.02 0.094
H -0.79 0.05 -2.22 0.064
H 0.67 -0.11 -1.26 0.057
H -0.07 1.48 -1.57 0.076
H -0.99 -0.93 0.02 0.119
H -0.64 0.54 2.01 0.114
H 0.16 1.71 1.01 0.104
H 2.66 -0.62 2.49 0.084
H 1.14 -0.19 3.25 0.069
H 2.28 1.09 2.61 0.086
H -2.64 0.83 0.89 0.040
H -2.88 0.55 -0.73 0.059
C -3.04 4.84 0.69 -0.052
C -1.56 4.67 0.83 -0.446
C -1.24 3.90 2.15 -0.194
O -1.69 4.41 3.40 -0.170
C -0.92 5.46 3.93 -0.116
N -1.03 3.92 -0.27 0.065
H -3.19 5.40 -0.20 0.067
H -3.49 5.31 1.54 0.073
H -3.43 3.78 0.64 0.091
H -1.11 5.67 0.93 0.142
H -0.17 3.75 2.16 0.093
H -1.64 2.89 2.03 0.103
H -1.12 6.41 3.44 0.085
H 0.14 5.29 3.89 0.081
H -1.20 5.73 4.93 0.073
H -1.36 2.98 -0.26 0.026
H -0.04 3.95 -0.28 0.007
C 1.16 -3.16 -2.10 -0.045
C 0.28 -4.31 -2.36 -0.454
C -0.57 -4.65 -1.14 -0.233
O 0.31 -4.93 -0.08 -0.158
C -0.31 -5.63 0.98 -0.086
N -0.61 -4.17 -3.52 0.056
H 0.61 -2.41 -1.50 0.076
H 1.42 -2.64 -3.05 0.079
H 2.08 -3.32 -1.54 0.087
H 0.87 -5.25 -2.45 0.145
H -1.30 -5.42 -1.47 0.124
H -1.15 -3.73 -0.96 0.101
H -0.63 -6.60 0.63 0.081
H -1.19 -5.13 1.33 0.073
H 0.41 -5.78 1.77 0.088
H -0.01 -3.76 -4.25 0.081
H -0.88 -5.04 -3.95 0.082
C 1.10 4.13 -5.32 -0.057
C 0.64 3.69 -3.96 -0.455
C 1.72 2.87 -3.25 -0.217
O 1.86 1.57 -3.85 -0.193
C 2.78 0.80 -3.10 -0.123
N 0.37 4.82 -3.06 0.054
H 0.27 4.51 -5.93 0.082
H 1.52 3.24 -5.79 0.059
H 1.92 4.85 -5.26 0.089
H -0.18 2.91 -3.98 0.138
H 1.40 2.79 -2.20 0.089
H 2.67 3.39 -3.35 0.125
H 2.43 0.63 -2.07 0.058
H 3.81 1.25 -3.05 0.102
H 2.87 -0.13 -3.59 0.069
H -0.12 4.55 -2.21 0.028
H -0.28 5.40 -3.59 0.078
C -7.38 -0.24 -0.19 -0.064
C -6.08 -0.48 0.55 -0.432
C -5.71 0.71 1.41 -0.175
O -4.41 0.54 1.98 -0.233
C -4.25 1.23 3.17 -0.118
N -6.18 -1.71 1.41 0.081
H -8.20 -0.12 0.52 0.083
H -7.63 -1.09 -0.85 0.082
H -7.39 0.63 -0.81 0.067
H -5.33 -0.59 -0.23 0.115
H -6.45 0.81 2.20 0.132
H -5.73 1.52 0.64 0.139
H -5.00 1.13 3.95 0.084
H -4.14 2.32 3.00 0.092
H -3.31 0.92 3.65 0.086
H -5.26 -1.89 1.78 0.020
H -6.46 -2.49 0.83 0.074
C -5.42 -4.64 4.50 -0.062
C -4.95 -3.28 4.99 -0.449
C -3.66 -2.86 4.27 -0.190
O -3.82 -2.81 2.85 -0.218
C -2.76 -2.10 2.18 -0.082
N -6.05 -2.38 4.78 0.048
H -6.32 -5.00 4.97 0.074
H -4.68 -5.42 4.67 0.073
H -5.53 -4.55 3.42 0.070
H -4.71 -3.37 6.05 0.135
H -2.90 -3.61 4.50 0.117
H -3.22 -1.92 4.63 0.119
H -1.73 -2.46 2.42 0.101
H -2.83 -1.04 2.40 0.055
H -2.85 -2.20 1.11 0.066
H -5.68 -1.46 4.99 0.068
H -6.28 -2.43 3.78 0.055
```

The highest occupied orbital energy is -8.38 eV.

***

Most stable: #B (next structure +171.9 kJ/mol)

***

#A
C5H11O2P in the gas phase, computed with the ωB97M-V functional and the def2-TZVPD basis.

```
19
Properties=species:S:1:pos:R:3:nbo_charge:R:1
O 2.50 -1.92 0.22 -0.690
C 2.48 -0.71 0.80 0.127
C 1.97 0.37 0.28 -0.283
C 1.10 0.60 -0.92 -0.430
C -0.24 1.05 -0.42 -0.409
C -1.04 -0.02 0.32 -0.731
P -2.86 0.51 0.38 0.823
O -3.73 -0.75 -0.39 -0.966
H 1.80 -2.05 -0.40 0.474
H 2.88 -0.75 1.78 0.182
H 1.98 1.33 0.91 0.197
H 0.95 -0.34 -1.49 0.182
H 1.68 1.28 -1.46 0.226
H -0.09 2.04 0.16 0.215
H -0.72 1.19 -1.36 0.206
H -1.00 -0.96 -0.17 0.225
H -0.64 -0.23 1.45 0.239
H -3.36 0.05 1.63 -0.062
H -3.67 -0.70 -1.31 0.475
```

The highest occupied orbital energy is -8.80 eV. Its SMILES is O/C=C\CCCPO.

***

#B
C5H11O2P in the gas phase, computed with the ωB97M-V functional and the def2-TZVPD basis.

```
19
Properties=species:S:1:pos:R:3:nbo_charge:R:1
C 1.27 0.98 0.90 -0.490
C -0.26 1.11 1.16 -0.769
C 1.83 0.04 -0.17 0.163
C -0.94 -0.99 -0.65 -0.586
C -1.41 -2.18 0.01 -0.686
O 2.18 0.37 -1.39 -0.670
O -0.92 1.60 -1.37 -0.980
P -1.47 0.61 -0.15 1.091
H 1.63 2.12 0.62 0.194
H 1.75 0.67 1.81 0.229
H -0.56 0.35 2.07 0.223
H -0.17 2.19 1.63 0.254
H 2.04 -0.93 0.15 0.157
H -0.48 -1.04 -1.69 0.222
H -2.05 -2.88 -0.68 0.227
H -1.87 -1.86 1.03 0.211
H -0.52 -2.77 0.43 0.226
H 1.61 1.10 -1.76 0.498
H -1.67 1.52 -1.94 0.485
```

The highest occupied orbital energy (spin up / spin down) is -6.67 / -7.33 eV.

***

Most stable: #A (next structure +250.5 kJ/mol)